1.
{"formula": "C2H8CsO2", "method": "ωB97M-V/def2-TZVPD", "species": ["Cs", "C", "O", "H", "H", "H", "H", "C", "O", "H", "H", "H", "H"], "positions_angstrom": [[-1.505, -0.130, 1.516], [-0.830, 3.058, -1.556], [-0.899, 1.989, -0.590], [-0.244, 2.694, -2.396], [-1.829, 3.318, -1.900], [-0.336, 3.937, -1.149], [-0.845, 2.349, 0.298], [1.061, -3.083, 0.657], [0.784, -1.955, 1.508], [1.153, -4.001, 1.234], [0.229, -3.181, -0.035], [1.977, -2.915, 0.093], [1.283, -2.078, 2.321]], "atomic_forces_ev_per_a": [[-0.1, -0.1, -0.1], [0.1, -0.1, 0.0], [-0.1, -0.3, 0.2], [0.0, 0.0, 0.0], [-0.1, 0.0, 0.0], [0.0, 0.0, 0.1], [0.1, 0.6, -0.3], [0.1, 0.1, -0.1], [-0.1, -0.2, 0.2], [-0.1, 0.0, 0.0], [0.0, 0.0, 0.0], [0.0, 0.0, 0.0], [0.1, 0.1, 0.0]], "mulliken_charge": [1.034, -0.562, -0.520, 0.216, 0.243, 0.272, 0.321, -0.508, -0.507, 0.274, 0.199, 0.247, 0.290], "max_force_ev_per_a": 0.7, "e_above_lowest_ev": 0.7798, "homo_lumo_gap_ev": 10.8, "total_charge": 1, "homo_energy_ev": -14.28, "lumo_energy_ev": -3.50, "molar_mass_g_mol": 196.99}



2.
{"formula": "C6H15ClNO", "method": "ωB97M-V/def2-TZVPD", "species": ["C", "C", "C", "C", "C", "C", "N", "O", "Cl", "H", "H", "H", "H", "H", "H", "H", "H", "H", "H", "H", "H", "H", "H", "H"], "positions_angstrom": [[0.763, -1.721, -0.597], [-1.902, -0.822, 0.310], [-0.914, 0.993, 1.381], [-0.977, 0.892, -1.043], [0.512, -0.592, 0.354], [2.405, 0.803, 0.096], [-0.830, 0.085, 0.234], [2.414, 1.505, -1.029], [3.494, -0.568, 0.201], [-0.164, -2.388, -0.664], [1.514, -2.322, -0.056], [0.856, -1.337, -1.717], [-1.901, -1.528, -0.514], [-2.075, -1.427, 1.263], [-2.835, -0.259, 0.064], [-0.503, 0.355, 2.168], [-0.363, 2.013, 1.410], [-2.005, 1.349, 1.368], [-1.618, 1.721, -0.726], [0.025, 1.195, -1.244], [-1.482, 0.365, -1.891], [0.594, -0.704, 1.446], [2.192, 1.235, 1.091], [2.799, 1.158, -1.905]], "atomic_forces_ev_per_a": [[-2.0, -0.1, -0.7], [-4.1, -2.2, 0.2], [-1.1, 2.5, 0.8], [-0.9, -0.2, 0.3], [1.5, 1.7, -0.4], [-1.8, -3.1, 0.1], [2.2, 1.3, -1.3], [0.2, 0.5, -0.8], [0.1, 0.9, 0.0], [1.3, 0.6, 0.2], [0.2, 0.1, -1.4], [0.7, -1.0, 2.3], [0.5, -0.2, 0.0], [0.8, 1.2, -1.0], [0.5, -0.3, 0.7], [-1.1, 0.8, 0.7], [-0.2, -2.0, -0.9], [1.4, -0.9, 1.0], [0.2, 0.1, -0.6], [0.4, 0.6, -0.6], [0.7, 0.1, 1.0], [0.5, -0.9, -0.7], [0.5, 0.5, -1.2], [-0.6, 0.0, 2.4]], "mulliken_charge": [-1.164, -1.103, -0.853, -0.763, -0.440, 0.152, 0.303, -0.440, -0.107, 0.343, 0.471, 0.205, 0.487, 0.303, 0.443, 0.358, 0.281, 0.431, 0.387, 0.309, 0.312, 0.317, 0.351, 0.417], "max_force_ev_per_a": 4.6, "e_above_lowest_ev": 4.0843, "homo_lumo_gap_ev": [9.0, 9.0], "total_charge": 1, "homo_energy_ev": [-12.18, -12.18], "lumo_energy_ev": [-3.14, -3.14], "molar_mass_g_mol": 152.64}



3.
{"formula": "C38H32BrN3O2RuTe", "method": "ωB97M-V/def2-TZVPD", "species": ["Ru", "Br", "C", "C", "C", "C", "C", "C", "N", "C", "C", "C", "C", "C", "C", "N", "H", "H", "H", "H", "H", "H", "H", "H", "H", "Te", "C", "C", "C", "C", "C", "C", "C", "C", "C", "C", "C", "C", "H", "H", "H", "H", "H", "H", "H", "H", "H", "H", "C", "O", "C", "C", "C", "C", "C", "C", "N", "C", "C", "C", "C", "C", "C", "C", "O", "H", "H", "H", "H", "H", "H", "H", "H", "H", "H", "H", "H", "H"], "positions_angstrom": [[0.430, -0.546, 1.886], [1.323, -5.015, -3.760], [0.652, -3.900, -2.420], [-0.605, -4.159, -1.866], [-1.107, -3.345, -0.873], [-0.355, -2.248, -0.443], [0.901, -1.985, -0.993], [1.403, -2.812, -1.978], [-0.832, -1.369, 0.552], [-2.070, -1.045, 0.724], [-2.382, -0.130, 1.797], [-3.646, 0.358, 2.060], [-3.800, 1.327, 3.052], [-2.680, 1.796, 3.712], [-1.430, 1.269, 3.398], [-1.295, 0.304, 2.488], [-1.177, -5.007, -2.218], [-2.067, -3.576, -0.429], [1.469, -1.105, -0.704], [2.364, -2.607, -2.430], [-2.842, -1.408, 0.052], [-4.497, 0.000, 1.494], [-4.782, 1.720, 3.281], [-2.747, 2.570, 4.465], [-0.527, 1.634, 3.876], [0.755, -1.421, 4.285], [2.634, -2.313, 4.343], [3.158, -2.293, 5.643], [4.351, -2.949, 5.908], [5.025, -3.592, 4.881], [4.512, -3.587, 3.583], [3.316, -2.953, 3.305], [-0.474, -2.850, 3.370], [-1.842, -2.774, 3.673], [-2.687, -3.752, 3.191], [-2.176, -4.797, 2.417], [-0.818, -4.873, 2.125], [0.045, -3.902, 2.605], [2.651, -1.783, 6.456], [4.752, -2.951, 6.913], [5.959, -4.099, 5.084], [5.051, -4.093, 2.792], [2.934, -2.969, 2.291], [-2.232, -1.990, 4.314], [-3.739, -3.738, 3.449], [-2.843, -5.577, 2.070], [-0.430, -5.704, 1.550], [1.105, -3.994, 2.424], [4.203, 3.625, 3.091], [3.042, 3.365, 2.270], [1.841, 3.737, 2.734], [1.537, 3.962, 4.077], [0.276, 4.403, 4.445], [-0.715, 4.630, 3.495], [-0.432, 4.406, 2.161], [0.825, 3.938, 1.786], [1.100, 3.860, 0.393], [1.881, 3.121, -0.323], [2.665, 1.957, 0.015], [3.781, 1.710, -0.792], [4.623, 0.625, -0.572], [4.362, -0.256, 0.460], [3.250, -0.046, 1.281], [2.404, 1.025, 1.036], [1.233, 1.091, 1.751], [5.060, 3.493, 2.440], [4.255, 2.918, 3.918], [4.179, 4.647, 3.466], [2.305, 3.849, 4.829], [0.080, 4.613, 5.489], [-1.675, 5.035, 3.784], [-1.175, 4.623, 1.401], [0.639, 4.603, -0.130], [1.961, 3.441, -1.358], [4.009, 2.394, -1.602], [5.493, 0.492, -1.202], [5.030, -1.084, 0.659], [3.121, -0.653, 2.171]], "atomic_forces_ev_per_a": [[-0.1, -0.3, -0.1], [-0.1, 0.1, 0.2], [0.0, -0.1, -0.1], [0.0, -0.1, -0.1], [0.0, 0.1, 0.1], [0.1, -0.2, -0.2], [-0.1, -0.1, 0.0], [0.1, 0.0, 0.0], [0.0, 0.2, 0.2], [0.0, -0.1, -0.1], [-0.2, 0.2, 0.1], [0.0, -0.1, -0.1], [0.0, 0.1, 0.1], [0.0, 0.0, 0.0], [0.1, -0.1, 0.0], [0.0, 0.3, 0.0], [0.0, 0.0, 0.0], [0.0, 0.0, 0.0], [0.0, 0.0, 0.0], [0.0, 0.0, 0.0], [0.0, 0.0, 0.0], [0.0, 0.0, 0.0], [0.0, 0.0, 0.0], [0.0, 0.0, 0.0], [0.0, 0.0, 0.0], [0.4, -0.4, 0.2], [0.1, 0.0, 0.3], [-0.1, 0.1, 0.0], [0.0, 0.0, -0.1], [0.0, 0.0, 0.0], [0.0, 0.0, 0.0], [-0.2, 0.0, -0.2], [0.2, 0.2, -0.2], [-0.2, 0.1, 0.0], [0.0, 0.0, 0.0], [0.0, 0.0, 0.0], [0.0, 0.0, 0.0], [0.0, -0.1, 0.0], [0.0, 0.0, 0.0], [0.0, 0.0, 0.0], [0.0, 0.0, 0.0], [0.0, 0.0, 0.0], [0.0, 0.0, 0.0], [0.0, 0.0, 0.0], [0.0, 0.0, 0.0], [0.0, 0.0, 0.0], [0.0, 0.0, 0.0], [0.1, 0.0, 0.0], [0.0, 0.0, 0.0], [0.1, 0.1, 0.1], [-0.2, 0.1, 0.1], [0.1, 0.0, 0.0], [0.0, 0.0, 0.1], [0.0, 0.0, -0.1], [0.0, 0.0, 0.0], [0.1, 0.0, 0.2], [-0.1, 0.2, -0.1], [0.0, 0.1, -0.1], [0.2, -0.4, -0.2], [-0.2, 0.1, 0.0], [0.1, -0.1, 0.0], [0.0, 0.1, 0.1], [0.2, 0.0, -0.1], [-0.3, -0.1, 0.2], [0.0, 0.0, -0.2], [0.0, 0.0, 0.0], [0.0, 0.0, 0.0], [0.0, 0.0, 0.0], [0.0, 0.0, 0.0], [0.0, 0.0, 0.0], [0.0, 0.0, 0.0], [0.0, 0.0, 0.0], [0.0, 0.0, 0.0], [0.0, 0.0, 0.0], [0.0, 0.0, 0.0], [0.0, 0.0, 0.0], [0.0, 0.0, 0.0], [-0.1, 0.0, 0.1]], "mulliken_charge": [0.863, -0.032, -0.168, -0.838, -0.461, 0.575, -0.179, -0.764, 0.289, -0.060, -0.081, -0.769, -0.779, -0.721, -0.421, 1.119, 0.496, 0.518, 0.436, 0.498, 0.676, 0.610, 0.523, 0.644, 0.333, 0.733, 0.781, -0.710, -0.775, -0.563, -1.031, 0.000, 0.832, -0.455, -0.847, -0.641, -0.715, -0.257, 0.387, 0.455, 0.451, 0.489, 0.557, 0.536, 0.524, 0.505, 0.575, 0.358, -1.044, -0.272, 1.198, -0.747, -0.826, -1.114, -0.475, 0.037, 0.135, -0.847, 0.495, -0.838, -1.272, -0.659, -0.582, 1.772, -0.919, 0.296, 0.383, 0.443, 0.566, 0.495, 0.588, 0.512, 0.399, 0.587, 0.534, 0.517, 0.606, 0.537], "max_force_ev_per_a": 0.6, "e_above_lowest_ev": 0.2866, "homo_lumo_gap_ev": 4.4, "total_charge": 4, "homo_energy_ev": -18.20, "lumo_energy_ev": -13.77, "molar_mass_g_mol": 871.27}



| no. | E (Ha) |
| --- | --- |
| 1 | -251.39499 |
| 2 | -827.39161 |
| 3 | -4717.39010 |